{"formula": "C22H64AlClNO21P6", "method": "the ωB97M-V functional and the def2-TZVPD basis", "max_force_ev_per_a": 8.28, "charge": -1, "e_tot_ha": -5262.37256, "spin_multiplicity": 1, "homo_ev": -3.40, "species": ["Cl", "P", "P", "P", "P", "P", "P", "Al", "O", "O", "O", "O", "O", "O", "O", "O", "O", "O", "O", "O", "O", "O", "O", "O", "O", "O", "O", "O", "O", "N", "C", "C", "C", "C", "C", "C", "C", "C", "C", "C", "C", "C", "C", "C", "C", "C", "C", "C", "C", "C", "C", "C", "H", "H", "H", "H", "H", "H", "H", "H", "H", "H", "H", "H", "H", "H", "H", "H", "H", "H", "H", "H", "H", "H", "H", "H", "H", "H", "H", "H", "H", "H", "H", "H", "H", "H", "H", "H", "H", "H", "H", "H", "H", "H", "H", "H", "H", "H", "H", "H", "H", "H", "H", "H", "H", "H", "H", "H", "H", "H", "H", "H", "H", "H", "H", "H"], "xyz": [[4.9737, -0.9809, 1.4670], [1.5133, 2.5648, 2.1428], [7.5521, -1.6865, -5.9790], [-4.7892, -0.0881, 6.8619], [-3.6561, -0.3033, 0.5303], [-9.0783, -1.9624, -3.2097], [5.5815, 3.1471, -3.1283], [2.6801, 0.6691, 3.0164], [-3.5134, -0.4216, 5.9468], [-5.4859, -1.2691, 7.4903], [-4.9605, 0.0841, -0.1209], [7.2768, -2.5161, -7.1589], [6.8494, 4.1089, -2.9248], [1.9927, -2.2117, 2.9812], [7.5484, -2.4724, -4.5937], [-7.9962, -0.8583, -3.5607], [5.3800, 3.8153, -4.6024], [-9.3937, -1.4731, -1.7306], [9.0608, -1.2329, -5.8709], [-3.2530, 1.2378, 0.9840], [-8.5958, -3.3492, -3.2335], [-5.6705, -0.0925, 5.4567], [-3.7863, 0.2004, 8.1452], [6.3614, -0.6949, -5.6498], [4.5819, 3.5387, -2.1167], [5.0657, 1.7316, -3.7223], [-3.8207, -1.9277, 0.3826], [-2.3815, -0.2732, -0.4398], [-10.0287, -1.6161, -4.4256], [2.7151, 0.8412, 4.8799], [-4.8198, -2.6058, 1.1567], [-4.2162, 1.9124, 1.8159], [5.1287, 0.5534, -2.8810], [1.5208, -0.9276, 2.5094], [4.0575, 3.8932, -5.1198], [5.9233, 2.5120, 3.2571], [-7.0956, 0.0104, 5.6046], [-4.3391, 0.6130, 9.3997], [-10.4437, -2.1179, -0.9925], [5.6442, 0.9928, 3.2477], [-6.6746, -0.9944, -3.0142], [-2.5800, -1.4224, 6.3639], [9.6448, -0.5526, -6.9975], [-2.5060, -0.7721, -1.7670], [1.0947, 2.0141, 0.4049], [4.5548, 0.6235, 2.2255], [-11.1716, -2.4600, -4.6512], [6.5340, -3.4530, -4.3666], [7.4231, 4.1766, -1.6004], [6.0392, 0.3478, -6.5930], [-0.1442, 2.3726, 2.9851], [2.2510, -3.1517, 1.9780], [0.2560, 1.3118, 0.4201], [5.7526, 2.9469, 4.2404], [0.5273, -0.7332, 2.9442], [-5.8032, -2.4147, 0.7267], [4.9850, -0.3094, -3.5241], [6.9780, -4.2479, -3.7725], [-11.6632, -2.7434, -3.7208], [3.1502, -3.7105, 2.2566], [-11.3481, -2.2284, -1.5922], [1.3652, -0.9321, 1.4216], [5.7072, -3.0104, -3.8102], [6.0974, 0.4653, -2.3917], [-1.7400, -0.9622, 6.8812], [0.0183, 2.3233, 4.0617], [6.9668, 2.6930, 2.9911], [1.9569, 1.4922, -0.0131], [4.6100, 1.3605, 1.4222], [-6.4395, -2.0379, -2.8051], [3.4231, 0.2661, 5.3219], [-7.4947, -0.9657, 5.8726], [-3.0632, -2.1529, 7.0132], [-3.5374, -0.6981, -2.1152], [-10.8571, -3.3569, -5.1815], [-0.5384, 1.4117, 2.6445], [-6.5812, -0.4080, -2.1005], [-1.8634, -0.1590, -2.3953], [-10.6672, -1.4880, -0.1362], [-4.8074, -2.2924, 2.2000], [1.8153, 0.5555, 5.2510], [-5.0424, 2.2772, 1.2089], [6.9398, 0.8642, -6.9269], [7.4641, 3.2024, -1.1166], [-4.5965, -3.6690, 1.1103], [6.5592, 0.4884, 2.9249], [-7.3865, 0.7393, 6.3593], [3.9895, 4.8122, -5.6998], [3.3206, 3.9190, -4.3161], [-4.5901, 1.2394, 2.5863], [-3.5177, 0.9882, 10.0058], [2.4661, -2.6824, 1.0151], [4.3408, 0.5914, -2.1301], [-0.8383, 3.1699, 2.7196], [-2.2195, -1.9112, 5.4621], [-5.0734, 1.4085, 9.2794], [-7.4947, 0.3243, 4.6419], [8.4334, 4.5623, -1.7102], [3.8516, 3.0425, -5.7737], [-4.8033, -0.2418, 9.8907], [6.8275, 4.8543, -0.9930], [-3.7237, 2.7572, 2.2928], [5.3089, 3.0294, 2.5205], [5.5170, -0.0727, -7.4514], [5.4018, 1.0619, -6.0810], [1.4284, -3.8753, 1.8758], [10.5195, -0.0224, -6.6317], [5.4031, 0.6328, 4.2475], [0.8226, 2.8629, -0.2212], [6.1679, -3.8653, -5.3069], [-5.9768, -0.6122, -3.7557], [-10.1077, -3.0967, -0.6519], [9.9420, -1.2857, -7.7448], [-2.1738, -1.8094, -1.8151], [-11.8702, -1.8957, -5.2628], [8.9569, 0.1639, -7.4453]], "forces_ev_per_angstrom": [[-0.06, -0.02, -0.13], [0.36, 0.51, 0.04], [-0.58, -3.06, 1.16], [2.03, -8.00, -0.62], [-1.56, 2.74, -7.24], [3.35, 0.20, -0.69], [-4.38, 3.66, -2.49], [-0.47, -0.39, 0.08], [-0.06, 0.41, -0.33], [-0.90, 1.05, 0.48], [-0.55, -0.62, 1.03], [0.08, 0.55, -0.50], [1.46, -2.26, 0.52], [0.03, 0.04, -0.12], [0.13, -0.01, -0.21], [-0.08, -0.23, -0.15], [0.04, 0.30, 0.21], [-1.61, 0.15, -0.30], [-0.32, 1.48, -0.23], [0.57, -1.48, 2.91], [-0.71, -0.33, 0.16], [-0.41, 3.29, 0.69], [-0.81, 3.36, -0.37], [0.81, 1.28, -0.34], [0.61, -0.60, 0.75], [2.57, -1.11, 0.98], [1.16, -0.14, 3.04], [0.30, -0.16, 0.32], [-1.28, 0.19, 0.91], [0.20, 0.10, -0.39], [-0.22, -0.09, -0.19], [0.09, 0.05, 0.12], [-0.35, -0.10, 0.18], [0.15, 0.60, -0.05], [0.02, -0.12, -0.06], [0.08, -0.28, 0.13], [-0.09, -0.08, -0.26], [0.06, -0.25, 0.17], [0.18, -0.09, 0.13], [0.29, 0.04, -0.68], [0.17, 0.15, 0.23], [0.22, 0.15, 0.13], [0.14, -0.12, 0.00], [0.10, -0.26, 0.02], [-0.22, -0.15, 0.40], [-0.17, 0.45, 0.59], [0.07, -0.02, -0.18], [-0.13, -0.02, 0.08], [0.05, 0.13, 0.06], [-0.18, 0.00, -0.09], [0.36, -0.51, -0.45], [0.22, -0.15, 0.24], [0.01, -0.04, -0.07], [-0.12, 0.12, -0.05], [-0.08, -0.22, -0.02], [0.01, 0.07, 0.02], [0.02, 0.06, -0.07], [0.02, 0.02, 0.01], [0.01, -0.01, -0.04], [-0.03, -0.05, 0.02], [0.01, 0.03, 0.04], [-0.04, -0.25, -0.02], [0.01, 0.02, -0.02], [0.01, -0.03, -0.01], [0.00, -0.01, 0.02], [-0.11, 0.15, 0.05], [0.01, 0.09, 0.02], [0.03, 0.13, -0.17], [0.11, -0.25, -0.26], [-0.05, -0.01, -0.04], [-0.12, -0.04, 0.18], [0.04, 0.01, 0.09], [-0.04, 0.02, 0.00], [-0.01, 0.01, 0.03], [0.01, -0.04, 0.05], [-0.36, 0.06, 0.18], [-0.01, -0.04, 0.02], [0.01, 0.02, 0.03], [0.04, 0.03, -0.01], [0.00, -0.02, 0.01], [0.09, -0.05, 0.21], [0.00, -0.18, -0.11], [-0.05, 0.03, 0.03], [-0.02, 0.00, 0.02], [0.05, 0.02, -0.03], [0.07, -0.07, 0.23], [-0.03, -0.02, 0.01], [0.01, 0.00, 0.00], [0.00, -0.01, 0.00], [-0.12, 0.17, 0.10], [0.03, -0.01, -0.05], [-0.12, 0.01, -0.05], [0.04, 0.09, 0.04], [-0.04, 0.04, 0.12], [-0.01, 0.04, -0.03], [0.00, 0.01, 0.02], [0.06, 0.03, -0.01], [-0.01, 0.00, -0.07], [-0.03, -0.02, 0.03], [-0.06, 0.00, -0.05], [-0.06, -0.05, 0.00], [0.22, -0.12, -0.03], [-0.12, 0.10, 0.13], [0.06, -0.08, 0.00], [0.03, -0.04, 0.10], [-0.10, 0.10, -0.15], [-0.01, -0.01, 0.05], [-0.01, -0.03, 0.01], [0.09, -0.03, -0.12], [0.03, 0.02, -0.01], [-0.05, 0.01, -0.04], [-0.02, -0.03, -0.04], [-0.05, 0.00, -0.03], [-0.03, -0.01, 0.00], [0.03, 0.04, 0.00], [0.03, -0.02, 0.00]], "lowdin_charge": [0.49, 0.70, 0.35, 0.59, 0.58, 0.34, 0.47, 0.06, -0.26, -0.26, -0.28, -0.23, -0.22, -0.28, -0.22, -0.22, -0.26, -0.20, -0.20, -0.23, -0.23, -0.25, -0.25, -0.21, -0.22, -0.25, -0.24, -0.25, -0.20, -0.08, -0.10, -0.11, -0.07, -0.27, -0.12, -0.11, -0.12, -0.11, -0.09, -0.36, -0.09, -0.09, -0.08, -0.10, -0.39, -0.71, -0.09, -0.09, -0.09, -0.06, -0.41, -0.19, 0.01, 0.06, 0.04, 0.08, 0.07, 0.09, 0.07, 0.07, 0.07, 0.04, 0.08, 0.09, 0.09, 0.01, 0.06, 0.00, 0.03, 0.08, -0.03, 0.08, 0.09, 0.07, 0.09, -0.01, 0.07, 0.09, 0.09, 0.08, -0.03, 0.08, 0.08, 0.08, 0.09, 0.07, 0.08, 0.08, 0.09, 0.07, 0.09, 0.06, 0.09, 0.00, 0.09, 0.08, 0.08, 0.08, 0.07, 0.08, 0.09, 0.08, 0.06, 0.09, 0.07, 0.07, 0.09, 0.07, 0.00, 0.08, 0.09, 0.09, 0.09, 0.09, 0.09, 0.07]}


{"formula": "C22H65N9O8", "method": "the ωB97M-V functional and the def2-TZVPD basis", "max_force_ev_per_a": 8.52, "charge": 1, "e_tot_ha": -1971.44992, "spin_multiplicity": 2, "s_squared": 0.75, "relative_energy_kj_mol": 169.6, "homo_ev": [-10.67, -10.67], "species": ["O", "O", "O", "O", "O", "O", "O", "O", "N", "N", "N", "N", "N", "N", "N", "N", "N", "C", "C", "C", "C", "C", "C", "C", "C", "C", "C", "C", "C", "C", "C", "C", "C", "C", "C", "C", "C", "C", "C", "H", "H", "H", "H", "H", "H", "H", "H", "H", "H", "H", "H", "H", "H", "H", "H", "H", "H", "H", "H", "H", "H", "H", "H", "H", "H", "H", "H", "H", "H", "H", "H", "H", "H", "H", "H", "H", "H", "H", "H", "H", "H", "H", "H", "H", "H", "H", "H", "H", "H", "H", "H", "H", "H", "H", "H", "H", "H", "H", "H", "H", "H", "H", "H", "H"], "xyz": [[-2.1350, -1.2215, 3.2731], [0.7549, -1.5699, -4.6808], [1.1646, -3.8176, 7.4856], [0.7279, 6.2340, 1.3845], [-2.8901, -0.3057, -3.1057], [-0.6793, 2.6815, -4.8023], [2.5377, -0.2621, 0.3463], [-0.2070, 4.1496, -2.4055], [-0.2630, 0.9831, -1.8894], [-1.9804, 5.9258, -0.2309], [-5.2793, -0.2165, 1.7463], [3.7275, -2.7770, 6.6294], [-3.1122, 0.6034, -5.1046], [0.9483, 3.5502, -6.0790], [2.0936, -4.3423, -4.0482], [1.0181, 1.5500, -5.7871], [-4.4022, -0.9407, -4.6277], [0.2560, 2.5738, -5.5776], [-1.6980, 5.8550, 1.1798], [3.0379, -3.3451, 4.3775], [-0.9770, -1.9679, 3.1033], [3.5191, -1.3352, 0.3482], [1.2255, 6.4598, 0.1344], [1.7805, -4.3673, 6.3445], [-0.6011, 6.8318, 1.6395], [-1.4582, 4.4545, 1.5028], [-4.7822, -0.3722, 4.0559], [0.6560, -4.9154, 8.2449], [0.1988, -2.0615, -5.8919], [-3.4160, -0.1856, -4.1874], [-3.1501, -1.3093, 2.2897], [3.9698, -3.1492, -3.3374], [2.4815, -3.0500, -3.5645], [-0.0772, 0.9714, 0.5087], [-4.1885, -0.2452, 2.6697], [2.5562, -3.1309, 5.7833], [1.6360, -0.2573, -0.8088], [2.1274, -1.9187, -4.5143], [0.6496, 1.0344, -0.8011], [-0.0410, 3.8428, -3.2969], [-5.7363, 0.6815, 1.8163], [1.7057, 1.6716, -6.5168], [-1.2037, 5.5072, -0.7224], [3.7850, -1.3635, 1.4049], [-4.6228, -1.8344, -4.2119], [1.2066, 1.9712, -0.8190], [1.4008, 7.5129, -0.0853], [4.2839, -3.8819, -2.5940], [-0.8806, 6.8911, 2.6914], [-0.7372, 7.7698, 1.1012], [4.5025, -3.3227, -4.2724], [-2.4360, 1.3535, -5.0874], [0.5075, 1.3264, 1.3574], [-5.8976, -0.9224, 2.1198], [-0.8997, 0.2557, -1.5968], [-0.8590, -1.8520, -5.7328], [2.1726, 5.9333, 0.0162], [0.3992, -3.1087, -6.1182], [-3.9473, -0.1901, 4.7325], [0.5024, -1.4302, -6.7270], [-0.4572, -1.5347, 2.2488], [-0.9210, 1.6314, 0.3075], [4.3569, -3.5540, 6.4874], [1.7361, 3.4029, -6.6937], [-1.1837, -3.0375, 3.0675], [3.7772, -2.5816, 4.1353], [-2.8031, 5.3523, -0.3507], [0.6561, 0.6540, -5.4933], [0.9760, -4.6154, 5.6523], [1.8883, -2.9205, -2.6592], [-4.7824, -0.8740, -5.5610], [-3.6091, 0.4430, -5.9691], [-0.9954, 4.4648, 2.4896], [2.2847, -3.5691, 3.6220], [1.3741, -5.5692, 8.7397], [0.1735, -4.5398, 9.1472], [-2.2965, 3.7852, 1.6960], [2.1347, -4.9078, -3.2124], [3.1347, -2.2938, -0.0003], [-0.7761, 3.8501, 0.9049], [4.3208, -2.2654, -2.8046], [-3.5930, -2.3025, 2.2158], [2.4206, -5.2449, 6.4345], [-3.7111, 0.7170, 2.4841], [-2.5368, 6.1818, 1.7944], [0.1113, 0.6893, -2.7803], [-0.2932, -1.7026, 3.9096], [-5.2780, -1.2816, 4.3953], [2.4734, -1.0643, -3.9326], [1.8451, -2.3058, 5.8228], [2.1509, -0.3279, -1.7669], [1.0899, -1.1997, -0.8497], [3.6248, -4.2632, 4.4046], [2.6695, -2.0812, -5.4458], [1.1061, -4.4352, -4.2391], [-0.3837, -0.0482, 0.7421], [4.2848, -1.1153, -0.3958], [0.5509, 6.0026, -0.5894], [-5.5100, 0.4160, 4.2486], [-2.6976, -0.9751, 1.3561], [3.5200, -2.9532, 7.6020], [-0.2426, 3.3506, -1.8795], [-0.1119, -5.4598, 7.6952], [0.5466, 4.4761, -6.0419]], "forces_ev_per_angstrom": [[-1.06, 0.32, 1.12], [0.65, -1.12, -0.35], [0.32, -2.24, 1.32], [-2.37, 0.93, 3.14], [0.63, -0.08, 1.58], [-1.33, -0.14, -0.10], [-0.80, -0.47, -1.53], [0.02, 1.11, 1.08], [-0.97, -0.07, 0.33], [0.01, -2.43, 2.00], [-0.51, -0.77, -1.32], [-0.34, -0.73, -0.42], [2.33, 5.61, -5.98], [0.37, 6.10, -1.87], [-0.57, -1.66, -0.38], [0.47, -5.41, -0.25], [-3.83, -3.87, -0.40], [0.45, 0.54, 1.94], [-0.66, 3.48, 0.12], [0.92, -0.88, 0.13], [0.42, 0.81, -0.26], [-1.22, 1.07, -0.34], [0.42, -0.05, -1.65], [0.00, 2.61, -1.60], [1.58, -1.87, -1.21], [0.95, -3.45, 1.26], [1.41, 0.98, 1.43], [-0.93, 0.86, 1.35], [-0.87, 0.85, 0.42], [-0.01, -2.79, 3.66], [0.47, 1.04, 0.43], [0.42, 1.02, 1.01], [-1.10, -0.45, -0.07], [-0.44, 0.52, 0.06], [-0.23, -0.16, -0.08], [-0.34, -0.53, 0.63], [0.55, 1.11, 0.52], [0.45, 0.80, 1.34], [3.03, -2.23, 0.72], [-0.36, -0.34, -0.56], [-0.28, -0.11, -0.02], [-0.21, -1.17, 0.38], [0.58, 0.34, -1.51], [0.70, -0.31, -0.40], [0.22, 0.40, 0.40], [0.57, -0.11, -0.17], [-0.15, 0.16, -0.08], [-0.49, -0.69, -0.33], [1.17, 0.41, 0.21], [0.22, 0.20, 0.28], [0.01, 0.10, 0.11], [0.10, -0.11, 0.51], [0.07, 0.05, -0.15], [-0.76, 0.04, -0.57], [-0.86, -0.07, -0.75], [-0.21, -0.52, -0.38], [-0.02, 0.01, 0.26], [0.01, 0.00, 0.20], [-0.14, -0.16, 0.54], [0.32, -0.10, -0.28], [0.19, -0.81, -0.69], [-0.57, -0.12, 0.72], [0.75, -0.07, -0.44], [-0.40, 0.42, 0.24], [0.29, -0.10, -0.24], [-0.44, 0.25, -0.45], [-1.10, 0.52, -1.22], [0.52, -0.43, -0.24], [-0.09, -0.31, -0.37], [0.40, 0.84, 0.56], [0.19, 0.15, 0.32], [0.57, 0.73, 0.04], [0.40, 0.24, 0.18], [-0.16, 0.65, 0.05], [0.69, -0.25, -0.90], [-0.38, 0.58, -0.22], [-0.64, 0.51, -0.55], [0.49, -0.76, -0.05], [-0.60, -0.17, 0.34], [0.21, 0.52, -0.34], [0.22, 0.59, -0.56], [0.03, -0.22, -0.06], [0.16, -0.02, 0.71], [0.46, 0.13, 0.80], [-0.66, -0.01, -0.62], [0.29, 0.05, -0.08], [-0.26, -0.38, 0.42], [0.24, -0.45, -0.72], [0.73, 0.39, -0.58], [0.00, 0.10, 0.07], [0.76, 0.56, -0.12], [-0.77, 0.00, 0.55], [0.28, -0.29, -0.07], [-0.12, 0.33, -0.29], [-0.37, 0.55, -0.41], [-0.35, 0.12, -0.12], [0.58, 0.30, 0.49], [0.23, 0.25, -0.68], [0.02, 0.21, -0.22], [-0.25, -0.42, -0.54], [-0.67, 0.53, 0.39], [-0.12, -0.80, -0.16], [0.20, -0.26, -0.20], [0.24, -0.03, -0.20]], "lowdin_charge": [-0.21, -0.21, -0.18, -0.15, 0.04, 0.03, -0.21, -0.06, 0.06, 0.38, 0.02, 0.05, 0.19, 0.16, 0.03, 0.19, 0.15, -0.74, -0.39, -0.08, -0.11, -0.08, -0.12, -0.22, -0.08, -0.02, -0.07, -0.11, -0.10, -0.82, -0.17, -0.06, -0.48, -0.07, -0.46, -0.43, -0.15, -0.20, -0.44, 0.00, 0.07, 0.12, 0.09, 0.09, 0.12, 0.13, 0.10, 0.08, 0.14, 0.14, 0.09, 0.09, 0.09, 0.07, 0.07, 0.09, 0.11, 0.09, 0.07, 0.08, 0.07, 0.07, 0.06, 0.12, 0.10, 0.08, 0.16, 0.10, 0.12, 0.13, 0.10, 0.12, 0.13, 0.08, 0.09, 0.08, 0.11, 0.08, 0.07, 0.09, 0.07, 0.13, 0.13, 0.13, 0.16, 0.07, 0.09, 0.09, 0.11, 0.13, 0.09, 0.11, 0.07, 0.14, 0.07, 0.06, 0.08, 0.06, 0.08, 0.11, 0.06, 0.00, 0.09, 0.13]}